Density functional theory data (the ωB97M-V functional and the def2-TZVPD basis) for 11 unconnected molecules or ions with the total composition C51H81F8N3O27.

XYZ file:
```
170
Properties=species:S:1:pos:R:3:forces:R:3
C 1.684451 -5.768580 -0.123587 -0.276 2.181 -0.267
C 0.739804 -6.326248 1.007951 -1.181 -3.176 -1.153
C 0.771942 -7.903445 0.884398 1.285 -0.980 1.215
C 2.100253 -8.644692 1.375319 -1.405 1.050 -1.248
C 2.689505 -7.993000 2.603776 0.937 0.218 0.576
C 2.391541 -6.462203 3.013274 0.799 -3.465 0.168
N 1.145146 -5.970486 2.398398 1.456 1.325 -1.060
O 0.885190 -4.649941 2.740991 0.369 -1.858 0.071
C 2.257533 -6.445366 4.557934 -0.856 2.396 0.038
C 3.554556 -5.564071 2.557055 0.027 0.282 -0.413
C -0.808362 -6.034094 0.817543 0.648 1.518 0.056
H 2.537203 -6.283518 -0.566016 -0.133 -0.907 0.973
H 2.049045 -4.753891 0.036317 0.299 0.091 1.019
H 1.156101 -5.446816 -1.021033 -1.086 -0.791 -0.005
H -0.035511 -8.334374 1.476351 -0.283 0.231 -0.097
H 0.609215 -8.150511 -0.164681 -0.152 0.150 0.099
H 2.752006 -8.689025 0.502761 0.479 0.495 0.228
H 1.957677 -9.705771 1.579981 -0.612 0.106 0.076
H 3.762336 -8.162377 2.511871 0.381 0.940 -0.145
H 2.596962 -8.602408 3.502754 -1.103 0.048 0.029
H 2.287868 -5.361103 4.665500 -0.184 0.213 1.035
H 1.308061 -6.768064 4.985106 -0.198 -0.232 -0.552
H 3.002321 -6.818591 5.260868 0.587 -0.435 -1.047
H 3.997218 -5.947725 1.637843 -0.099 0.054 0.025
H 3.202917 -4.549585 2.369305 0.206 0.063 0.138
H 4.327936 -5.558089 3.325142 -0.131 -0.027 0.032
H -1.460975 -6.253301 1.662613 0.565 -0.024 0.616
H -1.340269 -6.584083 0.041217 0.917 -0.188 -0.414
H -0.909177 -4.972970 0.589596 -0.269 0.123 -0.048
H -0.037497 -4.717202 2.997363 -0.942 0.739 -0.015
C -1.470073 1.875916 -6.099335 -0.018 0.106 0.812
C -2.683802 1.324756 -5.326257 -0.879 0.332 -1.663
C -3.580469 2.564309 -5.197743 -0.311 0.429 2.682
C -5.068688 2.394400 -4.782342 1.791 -0.567 -3.603
C -5.523206 1.485298 -5.963136 -0.768 -0.503 0.815
C -4.780469 0.100945 -6.176374 -1.764 0.561 1.370
N -3.355549 0.335996 -6.250078 1.209 2.111 -0.713
O -2.425425 -0.695203 -6.581552 -1.466 0.253 0.282
C -5.081434 -0.803657 -4.995673 -0.936 -1.097 1.344
C -5.454705 -0.511220 -7.418895 1.118 -0.434 -0.020
C -2.291045 0.778072 -3.949700 -0.471 1.252 0.359
H -1.329246 2.927428 -5.849176 -0.022 0.068 0.207
H -1.728846 1.862003 -7.158086 0.646 -0.481 0.016
H -0.571495 1.384640 -5.726103 0.219 -0.296 -0.925
H -3.164398 3.185286 -4.404415 0.600 -0.131 0.175
H -3.570453 3.283546 -6.016701 0.151 -0.725 -0.651
H -5.343653 3.407592 -5.075529 -1.240 -0.042 1.047
H -5.303363 2.029976 -3.782233 0.060 0.251 -0.163
H -5.505501 1.985580 -6.931386 0.469 0.460 0.171
H -6.588910 1.314302 -5.810973 -0.146 -0.721 -0.150
H -6.129938 -0.976425 -4.753023 -0.512 0.331 -0.627
H -4.743813 -1.831828 -5.125928 0.549 -0.089 -0.305
H -4.739642 -0.482675 -4.011671 0.659 0.383 -0.214
H -6.475691 -0.864398 -7.274185 0.074 0.097 0.613
H -5.519201 0.162268 -8.273503 0.516 0.009 -0.002
H -4.831566 -1.383169 -7.617666 -0.160 -0.119 -0.710
H -3.117132 0.873226 -3.244982 -0.539 -0.930 -0.159
H -1.688041 1.546742 -3.466323 0.940 -0.135 -0.314
H -1.791771 -0.190802 -3.939604 -0.070 0.147 0.105
H -2.311359 -1.154453 -5.746275 0.248 -0.572 0.245
C -1.322064 -0.259144 -0.254650 0.658 1.736 1.522
C -0.150358 -0.462254 0.820728 1.498 -1.114 -0.446
C 0.900855 -1.370852 0.199158 1.805 1.060 -1.453
C 1.610766 -0.594152 -0.925501 1.056 0.451 -0.205
C 2.432300 0.612227 -0.309381 -2.061 -0.008 -0.023
C 1.506046 1.526894 0.674287 1.708 2.635 -0.636
N 0.547633 0.773293 1.399853 -0.057 -4.300 -0.792
O -0.287403 1.432952 2.256188 -0.868 1.512 -0.064
C 2.489327 2.286104 1.682409 -0.551 -1.464 -0.499
C 0.857438 2.687882 -0.104342 0.150 -0.017 -0.901
C -0.540782 -1.281483 2.023857 -3.035 0.756 1.613
H -2.074770 0.364886 0.227156 -0.505 -0.484 0.399
H -1.768611 -1.128685 -0.736926 0.294 -0.159 0.320
H -1.024771 0.469833 -1.008513 0.544 -0.512 -0.340
H 1.685175 -1.623538 0.912667 0.208 0.547 0.534
H 0.584393 -2.392421 -0.011420 -0.948 0.191 -0.746
H 1.022280 -0.193214 -1.750756 -1.194 0.356 0.713
H 2.192651 -1.174311 -1.641686 0.938 -0.642 0.752
H 2.712692 1.194057 -1.187429 -0.028 0.426 0.370
H 3.367648 0.363226 0.191851 -0.252 -0.421 0.203
H 2.990876 1.488326 2.230235 0.145 0.450 0.177
H 3.219874 2.876046 1.128906 0.040 -0.150 -0.146
H 1.987049 2.954541 2.381698 -0.197 -0.223 -0.229
H 1.633214 3.195095 -0.677938 0.061 -0.223 -0.448
H 0.075595 2.316088 -0.766588 0.014 0.140 -0.261
H 0.439787 3.529416 0.448358 -0.243 -0.469 0.703
H 0.085950 -1.374718 2.910767 0.742 0.624 -0.431
H -0.969822 -2.279160 1.930698 0.120 -0.302 -1.123
H -1.413253 -0.718063 2.354667 -0.184 -0.176 0.840
H 0.087241 1.347908 3.135972 0.017 -0.254 0.267
C 0.182634 4.834750 3.577346 -0.861 -1.880 -0.842
C 0.611558 4.063757 4.791390 -0.265 -1.186 -1.173
O 0.628659 5.017915 5.804054 2.585 -1.688 1.698
C -0.141257 5.979851 5.443417 -3.091 5.268 2.596
O -0.536411 6.934024 6.130061 1.558 -2.862 -1.669
O -0.585763 5.763098 4.234228 -1.772 2.353 -2.152
F 1.785677 3.498747 4.527650 1.598 -0.510 0.771
H -0.443400 4.234131 2.917466 -0.308 -0.125 0.204
H 0.936806 5.181906 2.871081 0.541 0.643 0.720
H -0.067740 3.268899 5.099379 -0.182 -0.062 -0.046
C -0.759094 6.634724 -2.858594 0.373 -0.145 -0.221
C -1.602916 5.360452 -2.892037 0.890 0.235 0.792
O -1.127310 4.812039 -1.666268 -1.063 0.621 2.184
C -1.053971 5.873188 -0.767304 0.784 -0.241 3.674
O -1.021049 5.809632 0.491566 -0.256 -0.079 -5.570
O -0.911842 7.017566 -1.486728 -0.910 -0.201 0.840
F -1.287353 4.445670 -3.798910 0.577 -0.255 -1.194
H -0.976898 7.429729 -3.571772 -0.286 0.018 0.441
H 0.301168 6.382041 -2.868627 0.011 -0.329 -0.994
H -2.688536 5.457987 -2.897747 -0.058 0.372 0.196
C -3.780682 2.725066 1.948979 0.605 -1.547 -1.449
C -4.507866 2.080972 0.695567 6.749 3.739 -0.607
O -4.880659 3.244632 -0.000508 -1.095 1.252 1.228
C -5.029144 4.283041 0.927346 -2.161 4.395 -1.584
O -5.513873 5.428718 0.575930 2.897 -6.521 2.541
O -4.590887 3.839453 2.185665 -1.111 1.877 -1.814
F -5.416450 1.349191 1.108602 -5.528 -3.492 1.494
H -2.761258 3.028618 1.710776 0.071 0.105 -0.137
H -3.716466 2.013324 2.772026 -0.505 0.363 0.119
H -3.868009 1.548355 -0.008003 0.208 -0.095 0.108
C -2.962746 -3.913105 -3.157844 0.925 -1.364 -0.516
C -2.180945 -4.537813 -4.345026 -1.295 0.347 0.732
O -0.868010 -4.062777 -4.078746 -0.547 -1.887 -1.822
C -0.980860 -2.904352 -3.453599 2.745 3.223 -0.626
O -0.125329 -2.034695 -3.465773 -1.499 -1.837 0.520
O -2.159962 -2.800865 -2.913328 -1.303 2.286 1.265
F -2.752933 -4.001145 -5.505762 1.272 -0.607 0.854
H -2.823784 -4.519750 -2.262983 -0.737 -0.463 -0.079
H -3.992538 -3.655955 -3.405845 0.222 0.065 0.156
H -2.195326 -5.627593 -4.361652 0.179 0.212 -0.468
C 4.378014 -1.834285 4.427781 -0.582 -0.159 0.000
C 3.082065 -1.541835 3.653701 1.069 -0.007 1.142
O 3.571086 -0.747405 2.608665 0.155 0.326 0.204
C 4.787951 -0.158588 3.008593 1.701 3.144 -2.617
O 5.417651 0.726638 2.391504 -2.957 -3.679 2.144
O 5.180664 -0.698346 4.142039 0.295 -0.232 0.808
F 2.178284 -0.862207 4.468532 0.583 -0.205 -0.833
H 4.890987 -2.704247 4.017728 -0.090 -0.152 -0.055
H 4.202501 -1.991944 5.491940 0.184 0.429 -0.048
H 2.605090 -2.477669 3.362483 -0.223 0.403 -0.663
C 6.336106 2.179645 -3.187151 -0.043 0.069 -1.812
C 4.837321 2.256252 -3.247170 -1.125 1.914 1.396
O 4.532168 3.161551 -2.167189 0.074 -0.817 0.141
C 5.684435 3.466037 -1.499894 -1.035 0.366 -1.492
O 5.767449 4.058308 -0.505982 -0.513 1.215 2.636
O 6.734653 3.175766 -2.226518 1.346 -2.234 -2.014
F 4.264335 1.081090 -3.010824 -0.487 -1.521 0.370
H 6.599516 2.353201 -4.230499 1.047 0.838 0.274
H 6.677388 1.157195 -3.025180 0.027 0.182 0.877
H 4.289840 2.681233 -4.088456 0.689 -0.025 -0.429
C -3.975410 -1.028999 5.816105 0.046 -0.781 -0.118
C -4.447306 -0.645709 4.442137 2.033 -2.569 -0.582
O -3.176106 -0.115585 3.944727 -2.518 -0.239 -2.601
C -2.504089 0.380983 4.919999 3.171 0.028 2.425
O -1.363240 0.803411 4.825721 -2.508 -0.073 0.689
O -3.191805 0.084292 6.085136 1.804 2.253 1.004
F -5.403256 0.230372 4.458613 -1.181 1.546 -0.249
H -3.239191 -1.831283 5.766912 -0.487 -0.736 -0.239
H -4.714753 -1.265761 6.581230 -0.035 0.548 -0.147
H -4.644692 -1.473188 3.760642 -0.357 0.104 0.009
C 5.642206 4.141607 2.815361 0.379 -3.176 0.305
C 4.952637 5.268330 3.468086 1.271 1.675 -0.786
O 6.010843 6.030969 4.045765 0.876 -0.461 -1.255
C 7.240022 5.461830 3.612020 1.629 2.661 2.304
O 8.325553 5.967484 3.821961 -2.407 -0.856 -0.476
O 7.026457 4.287779 3.107674 0.375 -0.205 -1.820
F 4.146448 4.865368 4.420745 -1.397 -0.534 1.631
H 5.374173 3.937559 1.778716 0.660 0.579 -0.134
H 5.511743 3.193155 3.336417 -1.211 0.017 0.025
H 4.393952 5.869881 2.751074 -0.090 0.312 0.196
```
Forces are in eV/Å.

Computed properties:
Orbital gap (spin up / spin down): 6.269 / 2.057 eV
Multiplicity: 2
<S²>: 0.754
Electronic energy: -4985.93042 Eh
Highest occupied orbital energy (spin up / spin down): -9.567 / -9.567 eV
Charge: +1

---

Density functional theory data (the ωB97M-V functional and the def2-TZVPD basis) for 2 unconnected molecules or ions with the total composition C3H5NS.

XYZ file:
```
10
Properties=species:S:1:pos:R:3:forces:R:3
C 1.876907 0.044443 0.651052 -0.572 -0.042 0.587
C -0.093782 0.233031 -2.489003 0.106 -0.738 -2.765
C -0.242559 -0.238341 2.005322 -1.877 1.889 3.172
N 0.943485 -0.070255 1.348291 2.313 -0.019 -1.145
S -0.951319 0.779274 -3.738201 -0.272 0.370 0.519
H 0.626594 -0.512052 -2.832925 0.225 0.047 1.062
H -0.200906 0.524282 -1.485390 -0.036 0.324 1.188
H -0.780761 0.757526 2.107794 0.929 -0.926 0.325
H -0.915249 -0.743842 1.425851 -1.557 -1.746 -1.774
H -0.262411 -0.774065 3.007210 0.741 0.840 -1.169
```
Forces are in eV/Å.

Computed properties:
Orbital gap: 8.486 eV
Electronic energy: -570.14587 Eh
Highest occupied orbital energy: -8.797 eV

---

| no. | molar mass (g/mol) |
| --- | --- |
| 1 | 1320.187 |
| 2 | 87.147 |